Density functional theory data (ωB97M-V/def2-TZVPD) for C3H5ClF2 in the gas phase.

LUMO level   0.032 Eh
M   114.5 g mol⁻¹
Net charge   0
Total energy   -21148.7305 eV
ΔE to the lowest compared entry with this formula, charge and spin   17.1 kcal per mole
Structure (SMILES)   C[C@@H](F)[C@@H](F)Cl
Gap between HOMO and LUMO   12.062 eV

CARTESIAN COORDINATES (ANGSTROEM)
Cl 2.106 1.218 -0.144
F 0.335 -0.984 -1.376
F 1.971 -1.062 0.869
C 1.097 -0.035 0.609
C -1.206 0.490 -0.524
C -0.148 -0.598 -0.171
H -1.640 0.814 0.539
H -0.541 -1.508 0.407
H -0.639 1.343 -0.759
H 0.677 0.181 1.640
H -2.013 0.141 -1.090

Atom charges from the Löwdin analysis, given in e for atoms 1 to 6: 0.674 -0.018 -0.070 -0.685 -0.025 -0.393

***

Density functional theory data (ωB97M-V/def2-TZVPD) for C3H5ClFN in the gas phase.

LUMO level   0.031 Eh
M   109.5 g mol⁻¹
Net charge   0
Total energy   -19920.8505 eV
ΔE to the lowest compared entry with this formula, charge and spin   6.4 kcal per mole
Structure (SMILES)   NC/C=C(/F)Cl
Gap between HOMO and LUMO   10.019 eV

CARTESIAN COORDINATES (ANGSTROEM)
Cl 1.296 -1.104 -0.058
F 1.575 1.452 -0.263
N -2.553 -0.116 -0.657
C -1.648 -0.356 0.554
C 0.695 0.530 0.102
C -0.573 0.751 0.581
H -3.056 0.753 -0.558
H -0.800 1.825 0.728
H -2.147 -0.311 1.519
H -1.946 0.001 -1.448
H -1.239 -1.303 0.293

Atom charges from the Löwdin analysis, given in e for atoms 1 to 6: 0.689 0.023 -0.004 -0.251 -0.726 -0.105

***

Which of these has the highest total energy? C3H5ClFN